56
Properties=species:S:1:pos:R:3:nbo_charge:R:1 method="wB97M-V/def2-TZVPD" e_homo_ha=-0.2788 e_lumo_ev=-1.09 orbital_gap_ev=6.50
C 0.75 2.64 3.39 -0.619
C 0.02 3.44 2.23 -0.398
C 0.80 3.34 0.83 -0.423
C 0.10 2.35 -0.20 -0.714
P 1.15 0.83 -0.61 1.167
C 0.03 -0.36 -1.53 -0.725
C -1.29 -0.77 -0.71 -0.414
C -2.49 0.02 -1.36 -0.411
C -3.92 -0.56 -0.99 -0.238
N -4.06 -1.00 0.43 -0.645
C -4.18 0.11 1.38 0.536
N -4.72 -0.14 2.54 -0.645
N -3.71 1.46 1.17 -0.841
C 1.91 0.03 0.90 -0.815
C 1.34 -1.41 1.19 0.293
C 0.66 -1.67 2.60 -0.697
N 1.42 -2.38 0.35 -0.553
P 2.77 1.57 -1.93 0.503
S 4.45 0.64 -1.65 -0.433
H 0.48 1.55 3.31 0.194
H 0.36 3.00 4.38 0.235
H 1.85 2.81 3.29 0.211
H 0.03 4.53 2.53 0.222
H -1.05 3.09 2.14 0.201
H 0.77 4.38 0.40 0.234
H 1.88 3.08 1.01 0.212
H -0.90 2.06 0.22 0.254
H -0.04 2.89 -1.18 0.259
H -0.28 0.17 -2.48 0.252
H 0.62 -1.26 -1.87 0.337
H -1.17 -0.59 0.40 0.209
H -1.41 -1.88 -0.85 0.259
H -2.42 -0.01 -2.49 0.222
H -2.37 1.11 -1.07 0.184
H -4.05 -1.48 -1.64 0.221
H -4.71 0.16 -1.33 0.184
H -4.95 -1.50 0.46 0.388
H -4.98 -1.13 2.59 0.328
H -2.70 1.52 1.37 0.365
H -3.90 1.81 0.24 0.371
H 3.03 -0.07 0.77 0.329
H 1.73 0.65 1.82 0.273
H 1.11 -2.63 2.99 0.250
H -0.44 -1.84 2.44 0.239
H 0.88 -0.82 3.30 0.213
H 0.97 -3.19 0.79 0.355
H 2.33 1.62 -3.30 0.047
H 2.96 2.95 -1.55 0.014
C 3.31 -2.79 -3.02 0.678
F 2.46 -2.05 -3.76 -0.358
F 4.55 -2.42 -3.40 -0.330
F 3.18 -2.35 -1.75 -0.343
S 3.01 -4.61 -3.18 2.333
O 3.20 -4.88 -4.59 -0.982
O 1.64 -4.79 -2.71 -1.007
O 4.02 -5.22 -2.31 -0.984



42
Properties=species:S:1:pos:R:3:nbo_charge:R:1 method="wB97M-V/def2-TZVPD" e_homo_ha=-0.3182 e_lumo_ev=0.67 orbital_gap_ev=9.33 relative_energy_kj_mol=239.4
C 0.90 -1.44 -5.20 -0.601
C 1.47 -1.88 -3.85 -0.390
C 1.18 -0.87 -2.74 -0.236
C 2.07 0.37 -2.85 -0.602
C 1.35 -1.45 -1.35 -0.050
C 2.24 -2.48 -1.09 -0.201
C 2.46 -2.95 0.19 -0.219
C 1.78 -2.39 1.26 -0.192
C 0.88 -1.37 1.03 -0.248
C 0.66 -0.89 -0.26 0.215
N -0.25 0.17 -0.40 -0.878
S 0.13 1.62 0.36 2.327
O 1.54 1.71 0.62 -0.919
O -0.50 2.64 -0.44 -0.939
C -0.73 1.51 1.89 -0.489
C -0.21 1.36 3.18 -0.025
N -1.19 1.33 4.07 -0.256
N -2.32 1.45 3.39 -0.147
C -3.58 1.51 4.08 -0.210
C -4.04 2.96 4.24 -0.612
C -2.10 1.57 2.07 0.011
H -0.18 -1.30 -5.13 0.200
H 1.10 -2.19 -5.96 0.212
H 1.34 -0.50 -5.52 0.203
H 2.54 -2.02 -3.96 0.198
H 1.02 -2.84 -3.58 0.207
H 0.13 -0.56 -2.86 0.184
H 1.91 0.89 -3.79 0.207
H 1.87 1.06 -2.03 0.222
H 3.12 0.08 -2.79 0.209
H 2.80 -2.91 -1.91 0.213
H 3.17 -3.75 0.36 0.212
H 1.94 -2.75 2.26 0.213
H 0.34 -0.92 1.84 0.217
H -0.54 0.36 -1.34 0.414
H 0.82 1.28 3.47 0.232
H -4.32 0.94 3.51 0.205
H -3.43 1.05 5.05 0.230
H -4.18 3.43 3.27 0.210
H -3.31 3.52 4.80 0.221
H -4.99 2.99 4.78 0.218
H -2.88 1.68 1.35 0.233



49
Properties=species:S:1:pos:R:3:nbo_charge:R:1 method="wB97M-V/def2-TZVPD" e_homo_ha=-0.3201 e_lumo_ev=0.07 orbital_gap_ev=8.78 relative_energy_kj_mol=40.2
C -4.42 -3.97 1.15 -0.633
C -3.51 -3.88 -0.06 -0.076
O -3.39 -2.54 -0.53 -0.492
C -2.48 -1.76 0.05 0.823
O -1.77 -2.11 0.97 -0.618
C -2.44 -0.41 -0.63 -0.425
C -1.26 -0.49 -1.61 0.579
O -1.41 -1.01 -2.69 -0.522
C 0.00 0.06 -1.16 -0.335
C 0.18 0.64 0.04 0.084
C 1.50 1.17 0.42 0.037
C 1.63 2.42 1.03 -0.238
C 2.89 2.90 1.36 -0.182
C 4.02 2.15 1.10 -0.251
C 3.90 0.89 0.49 0.166
N 5.03 0.12 0.26 -0.863
S 5.15 -1.09 -0.90 2.309
C 4.67 -2.56 0.03 -0.862
O 4.22 -0.87 -1.96 -0.923
O 6.55 -1.17 -1.20 -0.939
C 2.64 0.42 0.16 -0.258
C -0.93 0.74 1.04 -0.449
C -2.30 0.76 0.36 -0.232
C -2.51 2.06 -0.35 0.278
C -3.17 3.19 0.03 -0.306
C -3.00 4.13 -1.02 -0.314
C -2.23 3.50 -1.95 0.089
O -1.93 2.26 -1.56 -0.410
H -5.40 -3.54 0.92 0.211
H -4.55 -5.00 1.45 0.217
H -3.99 -3.41 1.98 0.220
H -2.51 -4.26 0.19 0.198
H -3.92 -4.44 -0.90 0.194
H -3.35 -0.31 -1.22 0.262
H 0.81 0.01 -1.87 0.236
H 0.77 3.03 1.21 0.215
H 2.99 3.87 1.81 0.218
H 5.00 2.52 1.36 0.211
H 5.92 0.56 0.45 0.423
H 5.42 -2.71 0.80 0.247
H 4.65 -3.39 -0.66 0.252
H 3.70 -2.39 0.47 0.242
H 2.54 -0.54 -0.32 0.228
H -0.81 1.62 1.67 0.223
H -0.87 -0.14 1.68 0.266
H -3.08 0.68 1.13 0.236
H -3.73 3.33 0.94 0.226
H -3.39 5.13 -1.06 0.229
H -1.86 3.82 -2.90 0.207



120
Properties=species:S:1:pos:R:3:lowdin_charge:R:1 method="wB97M-V/def2-TZVPD" e_homo_ha="-0.1419 / -0.2055" multiplicity=5 e_lumo_ev="2.32 / 2.32" total_charge=-1 orbital_gap_ev="6.18 / 7.91" relative_energy_kj_mol=47.2
Cr -0.34 -0.41 -0.47 0.704
C 1.71 4.61 1.85 -0.025
C 0.76 3.98 0.88 -0.273
C -0.18 4.62 0.11 0.009
C -0.83 3.60 -0.61 -0.243
N -0.31 2.42 -0.30 0.150
N 0.67 2.65 0.61 0.023
B 1.53 1.54 1.23 -0.498
N 2.42 0.81 0.18 0.041
N 2.02 -0.21 -0.63 0.108
C 3.11 -0.59 -1.33 -0.218
C 4.19 0.23 -0.99 0.006
C 3.72 1.10 -0.03 -0.273
C 4.49 2.16 0.67 -0.025
C 3.23 -1.83 -2.21 -0.502
C 4.60 -1.82 -2.91 -0.064
C 3.16 -3.07 -1.33 -0.026
C 2.17 -1.94 -3.30 -0.039
N 0.75 0.57 2.16 0.043
N -0.16 -0.39 1.78 0.102
C -0.65 -0.91 2.91 -0.203
C -0.04 -0.30 4.02 0.011
C 0.84 0.62 3.51 -0.267
C 1.76 1.50 4.28 -0.023
C -1.70 -2.01 3.13 -0.508
C -1.13 -3.04 4.12 -0.049
C -2.10 -2.78 1.88 -0.031
C -2.94 -1.39 3.80 -0.044
C -1.98 3.80 -1.58 -0.535
C -3.23 3.09 -1.06 -0.031
C -2.29 5.29 -1.73 -0.077
C -1.62 3.24 -2.96 -0.036
H 1.56 5.69 1.82 0.077
H 2.75 4.41 1.61 0.060
H 1.53 4.27 2.87 0.062
H -0.36 5.68 0.09 0.096
H 2.30 2.10 1.94 0.094
H 5.19 0.20 -1.37 0.100
H 5.53 2.11 0.35 0.077
H 4.46 2.05 1.76 0.075
H 4.12 3.16 0.44 0.072
H 5.42 -1.81 -2.19 0.066
H 4.71 -0.96 -3.57 0.087
H 4.69 -2.73 -3.51 0.086
H 4.11 -3.23 -0.80 0.063
H 2.97 -3.96 -1.94 0.098
H 2.36 -2.97 -0.60 0.062
H 2.21 -1.09 -3.98 0.072
H 1.16 -2.03 -2.89 0.060
H 2.36 -2.84 -3.89 0.092
H -0.19 -0.52 5.06 0.109
H 1.62 1.29 5.35 0.079
H 1.55 2.56 4.12 0.060
H 2.80 1.33 4.03 0.080
H -0.19 -3.45 3.77 0.054
H -1.85 -3.85 4.24 0.086
H -0.96 -2.60 5.11 0.076
H -1.26 -3.37 1.51 0.052
H -2.43 -2.14 1.06 0.054
H -2.91 -3.46 2.14 0.093
H -2.66 -0.86 4.71 0.077
H -3.63 -2.19 4.07 0.083
H -3.47 -0.70 3.15 0.061
H -3.52 3.49 -0.08 0.092
H -3.05 2.02 -0.93 0.053
H -4.06 3.22 -1.75 0.087
H -2.58 5.74 -0.78 0.079
H -3.13 5.41 -2.42 0.079
H -1.44 5.84 -2.13 0.082
H -1.51 2.16 -2.93 0.050
H -0.69 3.67 -3.33 0.092
H -2.42 3.48 -3.68 0.087
C 0.03 0.61 -4.72 -0.071
C -1.18 0.16 -5.21 -0.059
C -2.14 -0.31 -4.34 -0.002
C -1.87 -0.35 -2.97 -0.213
N -0.64 -0.02 -2.52 0.026
C 0.26 0.48 -3.36 -0.157
C -2.89 -0.52 -1.92 -0.200
C -4.24 -0.63 -2.23 -0.046
C -5.19 -0.50 -1.23 -0.103
C -4.78 -0.22 0.06 -0.096
C -3.42 -0.14 0.36 -0.154
C -2.42 -0.34 -0.60 -0.162
H 0.80 1.03 -5.36 0.104
H -1.39 0.21 -6.28 0.104
H -3.11 -0.62 -4.70 0.102
H 1.19 0.79 -2.91 0.114
H -4.57 -0.78 -3.25 0.093
H -6.25 -0.57 -1.47 0.089
H -5.51 -0.05 0.84 0.095
H -3.12 0.10 1.36 0.077
C 7.71 -3.22 0.01 -0.054
C 6.38 -3.54 0.65 -0.286
C 5.61 -2.53 1.23 -0.046
C 4.40 -2.82 1.83 -0.049
C 3.95 -4.13 1.85 -0.279
C 4.70 -5.15 1.28 -0.056
C 5.91 -4.84 0.68 -0.043
S 2.38 -4.50 2.61 0.607
O 2.19 -3.48 3.61 -0.294
O 2.43 -5.89 2.96 -0.299
N 1.23 -4.31 1.50 -0.122
C 1.13 -5.26 0.39 -0.214
C -0.08 -4.96 -0.49 -0.084
C -0.18 -3.55 -1.09 -0.656
O -0.58 -3.43 -2.25 0.009
O 0.13 -2.60 -0.30 -0.158
H 7.77 -2.16 -0.25 0.072
H 7.85 -3.80 -0.90 0.077
H 8.53 -3.45 0.69 0.080
H 5.96 -1.51 1.20 0.111
H 3.79 -2.04 2.27 0.119
H 4.33 -6.17 1.33 0.113
H 6.49 -5.64 0.22 0.112
H 1.01 -3.35 1.21 0.092
H 1.03 -6.26 0.82 0.112
H 2.04 -5.26 -0.22 0.097
H -0.99 -5.11 0.11 0.115
H -0.12 -5.69 -1.30 0.113



18
Properties=species:S:1:pos:R:3:nbo_charge:R:1 method="wB97M-V/def2-TZVPD" e_homo_ha=-0.5033 e_lumo_ev=-3.77 total_charge=+1 orbital_gap_ev=9.93 relative_energy_kj_mol=195.6
C -1.29 1.18 -0.52 -0.371
C -0.30 1.24 0.37 0.162
C 0.71 2.37 0.48 -0.645
N 0.30 0.17 1.14 -0.555
C 0.42 -1.12 1.09 0.413
N 0.26 -2.08 0.21 -0.496
C -0.27 -2.13 -1.17 -0.445
H -1.64 2.06 -1.05 0.240
H -1.76 0.34 -0.78 0.194
H 1.37 2.36 -0.32 0.244
H 1.30 2.35 1.40 0.204
H 0.11 3.26 0.50 0.250
H 0.84 0.72 1.78 0.438
H 0.77 -1.64 2.11 0.224
H 0.24 -2.95 0.72 0.426
H -0.13 -1.24 -1.76 0.237
H 0.33 -2.91 -1.65 0.246
H -1.28 -2.15 -1.31 0.231



22
Properties=species:S:1:pos:R:3:nbo_charge:R:1 method="wB97M-V/def2-TZVPD" e_homo_ha=-0.4857 e_lumo_ev=-4.79 total_charge=+1 orbital_gap_ev=8.43 relative_energy_kj_mol=437.5
C 1.66 0.84 1.12 -0.636
C 0.42 1.60 0.83 -0.432
C -0.48 0.84 -0.22 0.037
C -0.40 1.04 -1.53 -0.174
C -1.85 0.28 1.57 0.049
N -1.51 0.16 0.36 -0.396
H 2.23 0.58 0.14 0.219
H 2.36 1.46 1.69 0.236
H 1.70 -0.04 1.70 0.224
H -0.21 1.86 1.67 0.198
H 0.68 2.72 0.64 0.255
H 0.33 1.44 -2.05 0.214
H -1.24 0.96 -2.25 0.225
H -2.86 -0.08 1.98 0.247
H -1.34 1.09 2.25 0.236
H -1.87 -0.56 -0.26 0.456
H 0.19 -3.94 -0.15 0.501
H 1.30 -2.88 -0.30 0.491
O 0.26 -2.94 -0.22 -0.974
H 0.00 -1.76 -1.64 0.492
H 0.61 -1.53 -3.02 0.492
O 0.04 -1.12 -2.32 -0.960



71
Properties=species:S:1:pos:R:3:lowdin_charge:R:1 method="wB97M-V/def2-TZVPD" e_homo_ha=-0.4029 e_lumo_ev=-5.92 total_charge=+1 orbital_gap_ev=5.04
C -5.31 1.36 1.73 -0.074
C -4.20 2.37 1.36 -0.254
C -2.89 1.74 1.38 -0.038
C -2.02 0.97 1.78 -0.091
N -1.10 0.12 2.25 -0.132
C -1.39 -1.32 2.28 -0.130
C -2.32 -1.69 1.15 -0.231
C -3.50 -2.38 1.45 -0.032
C -4.37 -2.75 0.42 -0.070
C -4.05 -2.45 -0.91 -0.072
C -2.87 -1.76 -1.19 -0.087
C -2.00 -1.37 -0.17 -0.048
S -0.09 0.74 3.66 0.769
C 1.36 -0.22 3.34 -0.306
C 1.81 -1.11 4.33 -0.035
C 2.91 -1.92 4.06 -0.017
C 3.57 -1.85 2.83 -0.254
C 4.76 -2.73 2.59 -0.039
C 3.12 -0.94 1.87 -0.015
C 2.04 -0.10 2.12 -0.047
O 0.13 2.14 3.38 -0.286
O -0.75 0.30 4.86 -0.262
H -6.28 1.85 1.64 0.079
H -5.27 0.48 1.06 0.076
H -5.17 0.99 2.75 0.086
H -4.40 2.81 0.37 0.101
H -4.22 3.21 2.08 0.125
H -0.44 -1.87 2.22 0.132
H -1.85 -1.56 3.25 0.126
H -3.72 -2.59 2.50 0.119
H -5.29 -3.27 0.66 0.109
H -4.72 -2.74 -1.71 0.111
H -2.61 -1.53 -2.23 0.104
H -1.08 -0.82 -0.38 0.117
H 1.28 -1.17 5.28 0.121
H 3.26 -2.62 4.82 0.130
H 5.14 -2.58 1.58 0.080
H 5.56 -2.50 3.30 0.095
H 4.50 -3.78 2.71 0.093
H 3.64 -0.88 0.91 0.122
H 1.72 0.63 1.38 0.097
O 3.57 3.88 -0.07 0.168
C 2.71 3.75 -0.83 -0.128
Co 1.43 3.57 -2.02 0.064
C 0.92 5.25 -2.24 -0.142
O 0.70 6.37 -2.39 0.149
C 2.57 3.35 -3.33 -0.141
O 3.34 3.23 -4.18 0.163
C 0.27 2.60 -0.73 -0.174
C -0.83 3.27 -0.21 -0.143
C -1.25 3.87 0.93 0.080
C -1.52 5.29 1.03 -0.172
C -1.07 5.98 2.18 0.016
C -1.31 7.34 2.31 -0.036
C -2.01 8.04 1.32 -0.016
C -2.44 7.37 0.17 -0.031
C -2.23 6.00 0.03 0.006
Co -1.00 2.87 -1.95 0.073
C -0.24 2.33 -3.47 -0.144
O -0.04 1.86 -4.51 0.163
C -1.59 4.32 -2.79 -0.127
O -1.97 5.16 -3.49 0.183
C -2.45 1.84 -1.90 -0.049
O -3.40 1.17 -1.94 0.164
H 0.71 1.70 -0.29 0.088
H -1.15 3.33 1.87 0.102
H -0.56 5.39 2.95 0.134
H -0.94 7.87 3.19 0.122
H -2.20 9.11 1.43 0.124
H -2.94 7.91 -0.64 0.124
H -2.63 5.43 -0.81 0.105



13
Properties=species:S:1:pos:R:3:nbo_charge:R:1 method="wB97M-V/def2-TZVPD" e_homo_ha=-0.3441 e_lumo_ev=0.98 orbital_gap_ev=10.34 relative_energy_kj_mol=374.6
C -1.51 0.52 -0.21 -0.603
C -0.10 0.04 -0.36 -0.302
C 1.33 0.58 0.06 -0.054
C 0.47 -1.26 0.34 -0.064
H -1.93 1.33 -1.06 0.215
H -1.84 0.74 0.70 0.204
H -2.26 -0.32 -0.28 0.225
H -0.03 0.23 -1.39 0.216
H 1.28 1.35 0.84 0.163
H 2.00 1.10 -0.66 0.183
H 0.72 -2.23 0.11 0.202
H -0.02 -1.42 1.21 0.169
O 1.88 -0.65 0.69 -0.554



8
Properties=species:S:1:pos:R:3:nbo_charge:R:1 method="wB97M-V/def2-TZVPD" e_homo_ha=-0.1269 e_lumo_ev=4.15 total_charge=-1 orbital_gap_ev=7.60 relative_energy_kj_mol=487.7
C -0.58 -2.41 -1.27 0.779
C 0.75 -0.21 0.82 0.303
N -0.77 -1.67 -0.26 -0.417
O -0.10 -3.24 -2.01 -0.692
O -1.57 -1.41 -1.52 -0.550
O 0.34 0.34 1.81 -0.605
H 1.52 -0.96 0.66 0.107
H 0.73 0.44 -0.12 0.074



12
Properties=species:S:1:pos:R:3:nbo_charge:R:1 method="wB97M-V/def2-TZVPD" e_homo_ha=-0.3140 e_lumo_ev=0.05 orbital_gap_ev=8.59 relative_energy_kj_mol=354.6
C -1.92 -0.14 0.16 -0.645
C -0.62 0.56 0.34 0.035
O -0.47 1.99 0.20 -0.652
C 0.60 0.28 -0.02 0.605
N 1.79 0.19 -0.33 -0.580
C 2.35 -1.07 -0.28 0.504
O 1.68 -2.06 -0.05 -0.590
H -1.79 -1.23 0.15 0.248
H -2.66 0.10 0.93 0.229
H -2.34 0.16 -0.81 0.226
H 0.00 2.33 0.97 0.485
H 3.41 -1.08 -0.52 0.136



27
Properties=species:S:1:pos:R:3:nbo_charge:R:1 method="wB97M-V/def2-TZVPD" e_homo_ha=-0.3019 e_lumo_ev=0.95 orbital_gap_ev=9.16 relative_energy_kj_mol=71.0
C -3.14 -0.87 -1.03 -0.628
C -1.77 -0.76 -1.58 -0.035
C -0.64 -1.25 -0.82 -0.200
C 0.66 -1.11 -1.22 -0.198
C 0.89 -0.47 -2.49 -0.219
C -0.14 -0.02 -3.26 -0.211
C -1.47 -0.22 -2.78 -0.209
H -3.90 -0.44 -1.67 0.220
H -3.09 -0.39 -0.04 0.218
H -3.46 -1.88 -0.83 0.220
H -0.84 -1.69 0.15 0.199
H 1.45 -1.49 -0.61 0.215
H 1.92 -0.44 -2.83 0.205
H 0.03 0.44 -4.22 0.212
H -2.17 0.26 -3.47 0.203
C -0.52 0.61 2.56 -0.611
C 0.78 1.42 2.58 -0.539
S 1.74 1.22 1.07 0.181
C 3.35 0.56 1.62 -0.735
H -1.07 0.90 3.46 0.207
H -0.37 -0.47 2.55 0.204
H -1.02 0.82 1.62 0.212
H 0.46 2.48 2.59 0.211
H 1.28 1.36 3.54 0.218
H 4.09 1.35 1.43 0.217
H 3.34 0.37 2.69 0.223
H 3.63 -0.31 1.02 0.218



7
Properties=species:S:1:pos:R:3:nbo_charge:R:1 method="wB97M-V/def2-TZVPD" e_homo_ha="-0.3721 / -0.3720" e_lumo_ev="-0.91 / -0.91" orbital_gap_ev="9.21 / 9.21" relative_energy_kj_mol=188.7
N -2.84 -0.37 -0.16 -0.952
P -1.36 -0.30 0.05 1.712
N 0.47 -0.90 0.25 -1.033
O -0.73 1.26 0.22 -1.003
H 0.92 -0.09 0.66 0.392
H 0.80 -1.02 -0.70 0.380
H -1.21 1.90 -0.28 0.503



55
Properties=species:S:1:pos:R:3:nbo_charge:R:1 method="wB97M-V/def2-TZVPD" e_homo_ha="-0.3879 / -0.3874" multiplicity=2 e_lumo_ev="-2.30 / -2.28" total_charge=+1 orbital_gap_ev="8.26 / 8.26" relative_energy_kj_mol=0.0
Co -0.19 -0.45 -0.85 0.940
N 1.53 -0.31 -1.86 -0.826
C 2.54 0.45 -1.15 0.127
C 3.78 -0.12 -0.90 -0.266
C 4.68 0.55 -0.08 -0.202
C 4.32 1.77 0.47 -0.226
C 3.09 2.34 0.18 -0.132
C 2.16 1.69 -0.64 -0.089
C 0.84 2.28 -0.98 -0.049
C 0.80 3.66 -1.17 -0.206
C -0.39 4.32 -1.44 -0.222
C -1.55 3.57 -1.51 -0.219
C -1.50 2.19 -1.34 -0.195
C -0.33 1.48 -1.08 -0.316
H 1.95 -1.18 -2.20 0.388
H 1.25 0.20 -2.71 0.415
H 4.04 -1.07 -1.34 0.211
H 5.65 0.11 0.13 0.229
H 5.01 2.30 1.12 0.228
H 2.82 3.29 0.62 0.221
H 1.72 4.23 -1.12 0.211
H -0.40 5.39 -1.60 0.221
H -2.50 4.05 -1.72 0.214
H -2.45 1.67 -1.42 0.179
N -2.29 -0.34 1.68 -0.568
C -2.88 -0.48 0.44 0.421
C -4.29 -0.47 0.40 -0.268
C -4.93 -0.65 -0.79 -0.123
C -4.17 -0.84 -1.95 -0.276
C -2.81 -0.81 -1.83 0.054
N -2.16 -0.63 -0.66 -0.516
C -0.98 -0.23 2.13 0.406
C -0.82 -0.07 3.52 -0.270
C 0.44 0.02 4.04 -0.128
C 1.53 -0.06 3.17 -0.265
C 1.28 -0.22 1.83 0.062
N 0.05 -0.30 1.30 -0.522
H -2.97 -0.24 2.42 0.407
H -4.85 -0.32 1.32 0.227
H -6.01 -0.65 -0.83 0.238
H -4.63 -0.99 -2.92 0.243
H -2.17 -0.91 -2.70 0.214
H -1.69 -0.01 4.15 0.223
H 0.59 0.15 5.10 0.235
H 2.55 0.01 3.53 0.236
H 2.10 -0.27 1.13 0.207
N 1.18 -3.03 -0.27 -0.326
C 1.04 -4.33 0.05 -0.013
C -0.29 -4.63 -0.09 -0.326
C -0.89 -3.44 -0.49 -0.009
N 0.00 -2.46 -0.60 -0.334
H 2.01 -2.47 -0.19 0.419
H 1.89 -4.92 0.35 0.239
H -0.76 -5.59 0.08 0.251
H -1.93 -3.25 -0.71 0.227



Short version: largest force on an atom = 0.057, 0.019, 0.022, 0.011, 0.079, 0.098, 0.078, 0.085, 0.081, 0.021, 0.052, 0.085, 0.011 Eh/bohr, in the order given.